Record 1
This record from the OMol25 dataset describes a 2-piece molecular cluster, C7H10N2O2 overall in a non-equilibrium geometry. The level of theory is the ωB97M-V functional and the def2-TZVPD basis.

Results
E_HOMO (spin up / spin down) ... -6.104 / -8.109 eV
Maximum force ... 0.1075 hartree/bohr
Energy above the lowest of the compared OMol25 structures with the same formula, charge and spin ... 209.0 kJ/mol
LUMO energy (spin up / spin down) ... 0.7 / -1.3 eV
Spin multiplicity ... 3

Last column: natural (NBO) charge in e.
Element x y z (Å)
C 1.1144 -1.1759 0.6336  -0.327
C 1.0865 -0.0580 1.2797  0.072
C -0.2994 -1.4506 0.0569  -0.243
C 3.3514 -0.0860 -1.4375  1.023
C -0.4572 1.6696 -1.1235  -0.398
C -2.3206 -0.2800 0.9786  -0.417
C 0.2130 0.9287 1.2897  -0.108
N -0.5718 0.9285 0.0994  -0.326
N -1.1745 -0.3691 0.0987  -0.310
O 2.6510 -0.3619 -2.3151  -0.537
O 4.0253 0.1785 -0.5927  -0.486
H 1.9355 -1.8560 0.3517  0.225
H 0.0764 -1.7726 -0.9695  0.192
H -0.8448 -2.3859 0.4791  0.221
H -1.1896 1.1720 -1.8491  0.231
H -0.5410 2.6769 -0.8387  0.203
H 0.5545 1.4591 -1.5186  0.170
H -2.1206 -0.8787 1.8873  0.172
H -2.9811 -0.9006 0.4047  0.206
H -2.5439 0.7567 1.2555  0.232
H 0.0364 1.8054 1.8296  0.205

***

Record 2
This record from the OMol25 dataset describes a 2-piece molecular cluster, C7H10N2O2S2 overall in a non-equilibrium geometry. The level of theory is the ωB97M-V functional and the def2-TZVPD basis.

Results
E_HOMO (spin up / spin down) ... -8.969 / -8.969 eV
Maximum force ... 0.0859 hartree/bohr
Energy above the lowest of the compared OMol25 structures with the same formula, charge and spin ... 290.4 kJ/mol
LUMO energy (spin up / spin down) ... -0.7 / -0.7 eV
Spin multiplicity ... 1

Last column: natural (NBO) charge in e.
Element x y z (Å)
C -1.9834 -1.0902 -0.2022  -0.210
C -2.3549 1.3187 -0.2594  -0.203
C -3.0694 -1.1456 0.6085  0.034
C -3.4948 1.1037 0.5192  0.039
C -1.6421 0.2070 -0.6936  -0.127
C 3.2040 -1.0140 0.6309  -0.854
C -0.4103 0.3684 -1.4367  -0.145
N -3.8172 -0.0886 0.9355  -0.394
N 1.1334 0.5318 -0.1395  -0.964
O 1.3996 -1.8023 -1.0510  -0.955
O 0.6372 -1.5594 1.3074  -0.939
S 0.7942 1.5583 1.0790  0.239
S 1.4579 -1.1101 0.1926  2.271
H -1.1669 -1.7233 -0.1362  0.242
H -1.9395 2.3400 -0.4790  0.228
H -3.4746 -2.0615 0.9581  0.197
H -4.1286 1.9583 0.7987  0.196
H 3.5242 -1.9205 1.0898  0.253
H 3.6844 -0.6570 -0.3593  0.255
H 3.3554 -0.2981 1.3342  0.232
H 0.1401 -0.4917 -1.8650  0.264
H -0.1644 1.4078 -1.9625  0.237
H 1.9659 2.3722 0.9861  0.105

***

Record 3
This record from the OMol25 dataset describes a 2-piece molecular cluster, C7H10N2O3 overall in a non-equilibrium geometry. The level of theory is the ωB97M-V functional and the def2-TZVPD basis.

Results
E_HOMO (spin up / spin down) ... -10.430 / -9.848 eV
Maximum force ... 0.0871 hartree/bohr
Energy above the lowest of the compared OMol25 structures with the same formula, charge and spin ... 474.6 kJ/mol
LUMO energy (spin up / spin down) ... -1.8 / -1.3 eV
Spin multiplicity ... 1

Last column: natural (NBO) charge in e.
Element x y z (Å)
C 1.7184 1.6310 -0.5576  0.222
C 2.3741 -0.6113 -0.0439  0.565
C -0.1505 0.0797 -0.6762  0.764
C 1.9890 -1.8735 0.6140  -0.727
C -2.9399 -0.4671 -0.6374  -0.642
C -2.4056 0.9698 -0.6548  -0.044
C 1.2198 0.3675 -0.1938  -0.113
N 2.2491 2.5121 -1.0192  -0.243
N 0.8268 0.7591 2.0122  -0.720
O 3.4223 -0.3263 -0.4797  -0.479
O -0.3662 -0.9407 -1.2901  -0.592
O -0.9482 1.0183 -0.3760  -0.484
H 1.0961 -2.1618 0.0572  0.264
H 1.6092 -1.6534 1.6845  0.255
H 2.7533 -2.5132 0.7710  0.234
H -2.7927 -1.0076 0.2416  0.217
H -3.9694 -0.3875 -0.6667  0.214
H -2.4858 -0.9363 -1.4641  0.247
H -2.8082 1.5732 0.1501  0.195
H -2.5601 1.4481 -1.5723  0.193
H 1.8523 0.9231 2.1003  0.339
H 0.3162 1.5968 2.0008  0.336

***

Record 4
This record from the OMol25 dataset describes one molecule with the formula C7H10N2O3 in a non-equilibrium geometry. The level of theory is the ωB97M-V functional and the def2-TZVPD basis.

Results
E_HOMO (spin up / spin down) ... -7.822 / -7.826 eV
Maximum force ... 0.0934 hartree/bohr
Energy above the lowest of the compared OMol25 structures with the same formula, charge and spin ... 664.4 kJ/mol
LUMO energy (spin up / spin down) ... -0.3 / -0.3 eV
Spin multiplicity ... 1

Last column: natural (NBO) charge in e.
Element x y z (Å)
C 0.7632 -1.5321 -1.4082  -0.253
C -0.2437 -0.8355 -2.1231  -0.194
C 1.4248 -1.5123 -0.2200  -0.141
C -1.1154 0.1693 -2.0009  -0.224
C 0.9800 -0.5212 0.8961  0.328
C -1.2549 1.1734 -1.0018  0.287
C 0.6289 -0.5636 3.1949  -0.261
N -1.5972 2.4584 -1.3993  -0.809
N -0.6004 1.1135 0.1799  0.289
O -0.4069 -0.2405 0.7107  -0.394
O -0.4296 2.0800 0.9588  -0.534
O 1.1746 -1.1186 2.0696  -0.515
H 1.2095 -2.3622 -2.0522  0.212
H -0.3441 -1.2870 -3.1264  0.213
H 2.2122 -2.2004 0.1413  0.227
H -1.7908 0.4503 -2.8856  0.213
H 1.4348 0.3768 0.7060  0.158
H 0.7714 0.5024 3.5033  0.188
H 0.9088 -1.2473 3.9514  0.192
H -0.5520 -0.5927 2.9484  0.181
H -1.6109 2.5992 -2.4032  0.408
H -1.5622 3.0902 -0.6396  0.430

***

Record 5
This record from the OMol25 dataset describes an isolated ion of composition C7H10N3 and charge +1 in a non-equilibrium geometry. The level of theory is the ωB97M-V functional and the def2-TZVPD basis.

Results
E_HOMO ... -13.508 eV
Maximum force ... 0.1679 hartree/bohr
Energy above the lowest of the compared OMol25 structures with the same formula, charge and spin ... 377.9 kJ/mol
LUMO energy ... -4.9 eV
Net charge ... +1
Spin multiplicity ... 1

Last column: natural (NBO) charge in e.
Element x y z (Å)
C -0.0861 -0.4793 -3.1014  -0.043
C 0.2036 -1.0718 -1.8396  -0.016
C -0.9886 1.5571 0.4416  -0.083
C -1.4307 1.8077 -0.9822  -0.054
C -0.1586 0.3270 0.2610  0.016
C 1.2316 0.6468 0.7557  -0.596
C -0.6994 -0.8266 1.1722  -0.628
N -0.8668 0.6041 -3.0074  -0.140
N -0.8414 0.8843 -1.7474  0.062
N -0.2248 -0.0410 -1.0684  -0.068
H 0.0170 -0.9319 -4.0738  0.256
H 0.8041 -1.9134 -1.4275  0.291
H -1.2752 2.0811 1.3209  0.268
H -1.9229 2.7248 -1.2641  0.284
H 2.0078 0.6507 0.0031  0.241
H 1.5244 -0.0830 1.4432  0.240
H 1.2086 1.6309 1.2077  0.242
H -0.9840 -0.6026 2.1535  0.253
H 0.0167 -1.6793 1.2575  0.229
H -1.6445 -1.3678 0.9579  0.250

***

Record 6
This record from the OMol25 dataset describes an isolated ion of composition C7H10N3 and charge +1 in a non-equilibrium geometry. The level of theory is the ωB97M-V functional and the def2-TZVPD basis.

Results
E_HOMO (spin up / spin down) ... -11.848 / -11.848 eV
Maximum force ... 0.1106 hartree/bohr
Energy above the lowest of the compared OMol25 structures with the same formula, charge and spin ... 654.3 kJ/mol
LUMO energy (spin up / spin down) ... -5.0 / -5.0 eV
Net charge ... +1
Spin multiplicity ... 1

Last column: natural (NBO) charge in e.
Element x y z (Å)
C 1.2059 -0.9084 0.3774  0.020
C 0.0083 -1.4666 -0.0060  0.069
C -0.7018 0.8064 -0.2536  0.535
C -2.0260 2.6868 -0.8266  -0.200
C 3.3332 1.3726 0.8216  -0.059
C -0.8762 2.1343 -0.5299  -0.385
C -0.5160 -2.8145 0.1662  -0.646
N 2.1670 1.3249 0.3246  -0.213
N 1.3400 0.3710 0.2395  -0.160
N -0.9697 -0.4301 -0.1083  -0.471
H 1.9492 -1.4799 0.7620  0.236
H -2.0689 3.8005 -0.9998  0.246
H -2.8290 2.0726 -1.0158  0.205
H 3.9090 2.2208 0.9286  0.208
H 3.7889 0.4606 1.2961  0.159
H 0.1643 2.5624 -0.4447  0.293
H -0.4366 -3.4981 -0.6931  0.253
H -0.0063 -3.2750 0.9790  0.251
H -1.6025 -2.7004 0.4923  0.215
H -1.8147 -0.8967 -0.1791  0.443

***

Record 7
This record from the OMol25 dataset describes an isolated ion of composition C7H10N3O and charge +1 in a non-equilibrium geometry. The level of theory is the ωB97M-V functional and the def2-TZVPD basis.

Results
E_HOMO ... -11.096 eV
Maximum force ... 0.0885 hartree/bohr
Energy above the lowest of the compared OMol25 structures with the same formula, charge and spin ... 378.8 kJ/mol
LUMO energy ... -3.4 eV
Net charge ... +1
Spin multiplicity ... 1

Last column: natural (NBO) charge in e.
Element x y z (Å)
C -0.3658 -1.6486 1.9957  -0.150
C 0.3473 -0.6857 2.7216  -0.222
C -0.7196 -1.4129 0.6830  -0.293
C 0.8825 0.3795 2.1386  -0.210
C -0.3449 -0.2138 0.1168  0.083
C 0.4675 0.7318 0.8739  0.195
C 0.9437 2.1251 -0.9275  0.585
N -0.5740 0.1077 -1.2554  -0.601
N 1.6448 1.4177 -1.7793  -0.706
N -1.5868 -0.6678 -1.9080  -0.507
O 0.7617 1.9089 0.3253  -0.387
H -0.7442 -2.5538 2.2892  0.221
H 0.6493 -0.8089 3.7013  0.226
H -1.2817 -2.2285 0.1643  0.201
H 1.4403 0.9777 2.7801  0.237
H 0.5981 3.0609 -1.2291  0.205
H 1.6655 1.7346 -2.8108  0.441
H 1.7779 0.3914 -1.7248  0.452
H -2.5163 -0.5398 -1.4667  0.403
H -1.3695 -1.6963 -1.8602  0.404
H -1.6758 -0.3791 -2.8280  0.421

***

Record 8
This record from the OMol25 dataset describes C7H10N3O2 as an isolated structure in a non-equilibrium geometry. The level of theory is the ωB97M-V functional and the def2-TZVPD basis.

Results
E_HOMO ... -13.735 eV
Maximum force ... 0.1391 hartree/bohr
Energy above the lowest of the compared OMol25 structures with the same formula, charge and spin ... 376.3 kJ/mol
LUMO energy ... -4.1 eV
Net charge ... +1
Spin multiplicity ... 1

Last column: natural (NBO) charge in e.
Element x y z (Å)
C 0.8590 -0.3610 -0.5520  0.416
C -0.7501 0.1883 -2.4504  0.941
C -0.6827 -0.2258 1.4979  0.799
C 1.8628 -0.7915 -1.1424  -0.376
C 0.1908 1.5327 1.0040  -0.026
C -1.3783 -1.9754 -1.3814  -0.421
C -1.7699 1.4943 2.9911  -0.414
N -0.5727 -0.7733 -1.6796  -0.539
N -0.8254 1.0477 1.9411  -0.410
N 0.4533 0.1847 0.5415  -0.473
O -0.7535 1.1005 -3.1512  -0.369
O -1.1784 -1.3170 1.7154  -0.554
H 2.8927 -0.9158 -0.6792  0.289
H 1.7729 -1.1225 -2.2254  0.265
H -0.2709 2.3957 0.4426  0.218
H 1.1271 2.0120 1.4475  0.215
H -2.3201 -1.8605 -0.7812  0.254
H -1.4785 -2.6427 -2.2726  0.241
H -0.7727 -2.5402 -0.7661  0.235
H -2.0652 0.5255 3.4010  0.248
H -1.3097 2.1932 3.6707  0.240
H -2.6833 1.7198 2.5226  0.223

***

Record 9
This record from the OMol25 dataset describes one molecule with the formula C7H10N4 in a non-equilibrium geometry. The level of theory is the ωB97M-V functional and the def2-TZVPD basis.

Results
E_HOMO ... -7.881 eV
Maximum force ... 0.0974 hartree/bohr
Energy above the lowest of the compared OMol25 structures with the same formula, charge and spin ... 361.2 kJ/mol
LUMO energy ... -0.2 eV
Spin multiplicity ... 1

Last column: natural (NBO) charge in e.
Element x y z (Å)
C 2.5187 -0.3936 0.3760  0.041
C 1.5689 -1.4080 0.8385  0.070
C 0.3659 2.1192 -0.0513  -0.073
C 0.9540 0.9109 -0.7619  -0.144
C -0.1202 -0.2702 -0.2663  0.213
C -0.8481 -0.8824 -1.3864  -0.630
C -2.1994 0.0746 1.1839  -0.409
N 2.2496 0.5028 -0.4413  -0.349
N 0.3215 -1.2721 0.6120  -0.403
N -0.7482 1.9201 0.5655  -0.153
N -1.1484 0.6915 0.4036  -0.247
H 3.5539 -0.6562 0.6046  0.175
H 1.9588 -2.3049 1.2890  0.191
H 0.8890 3.0956 -0.1077  0.205
H 0.9610 1.0808 -1.9140  0.220
H -0.1326 -1.0193 -2.1876  0.214
H -1.6061 -0.0998 -1.8063  0.235
H -1.2689 -1.8757 -1.1269  0.233
H -1.7788 -0.8203 1.4888  0.211
H -2.4247 0.7165 2.0362  0.213
H -3.0659 -0.1095 0.6516  0.187

***

Record 10
This record from the OMol25 dataset describes one molecule with the formula C7H10N4O2 in a non-equilibrium geometry. The level of theory is the ωB97M-V functional and the def2-TZVPD basis.

Results
E_HOMO ... -9.417 eV
Maximum force ... 0.1023 hartree/bohr
Energy above the lowest of the compared OMol25 structures with the same formula, charge and spin ... 105.9 kJ/mol
LUMO energy ... 0.7 eV
Spin multiplicity ... 1

Last column: natural (NBO) charge in e.
Element x y z (Å)
C -0.2593 -1.4771 -3.6185  -0.646
C 0.3367 -0.0886 -3.7808  -0.055
C 0.6819 0.4242 -1.4744  0.881
C 0.2234 0.7705 0.8779  0.404
C -1.0310 0.4609 1.2825  -0.352
C -1.1411 -0.2584 2.5003  0.412
C 1.0465 0.0989 2.8469  0.293
H 0.4015 -2.2513 -3.2442  0.233
H -1.2499 -1.5696 -3.2872  0.213
H -0.3546 -1.8977 -4.6031  0.210
H 1.3628 -0.1324 -3.9876  0.190
H -0.2092 0.4649 -4.4397  0.187
H -0.2282 2.0166 -0.8068  0.399
H -1.9737 0.5653 0.6427  0.217
H -3.0000 -1.0255 2.0980  0.388
H -2.3157 -1.6897 3.4185  0.401
H 1.8818 0.0397 3.5486  0.179
N 0.5141 1.3418 -0.4817  -0.633
N -2.3137 -0.8332 2.7598  -0.776
N -0.1452 -0.3006 3.3606  -0.506
N 1.2424 0.4984 1.6868  -0.480
O 0.1226 0.7442 -2.6740  -0.525
O 1.3097 -0.6252 -1.3785  -0.634

***

Record 11
This record from the OMol25 dataset describes a 2-piece molecular cluster, C7H10N4S overall in a non-equilibrium geometry. The level of theory is the ωB97M-V functional and the def2-TZVPD basis.

Results
E_HOMO ... -8.607 eV
Maximum force ... 0.0726 hartree/bohr
Energy above the lowest of the compared OMol25 structures with the same formula, charge and spin ... 484.1 kJ/mol
LUMO energy ... -1.6 eV
Spin multiplicity ... 1

Last column: natural (NBO) charge in e.
Element x y z (Å)
C 4.0766 -0.6411 -0.7290  0.279
C 2.8820 1.2519 0.3504  0.294
C 1.7128 -0.7560 -0.1736  0.158
C 2.9018 -0.0426 -0.2166  -0.381
C -1.1210 2.0978 -0.1213  -0.626
C -1.9234 -1.6865 -1.2133  -0.555
C -1.8451 1.0448 0.7529  -0.467
N 5.0442 -1.0888 -1.1433  -0.315
N 2.8460 2.3002 0.7838  -0.320
N -0.7338 -1.5740 1.9405  -1.053
N 0.6725 -0.0875 0.3083  -0.851
S -0.7590 -0.6573 0.6937  1.538
H 1.6915 -1.8493 -0.3911  0.210
H -1.0783 1.6146 -1.0521  0.207
H -1.5913 3.0858 -0.0980  0.235
H -0.1779 2.0483 0.3104  0.251
H -2.6787 -1.8462 -0.5289  0.193
H -1.8687 -0.8339 -1.7977  0.193
H -1.4539 -2.4610 -1.7192  0.205
H -2.9057 0.8458 0.3086  0.214
H -2.0832 1.2954 1.7304  0.223
H -1.6072 -2.0603 2.0051  0.368

***

Record 12
This record from the OMol25 dataset describes a 2-piece molecular cluster, C7H10NO overall in a non-equilibrium geometry. The level of theory is the ωB97M-V functional and the def2-TZVPD basis.

Results
E_HOMO (spin up / spin down) ... -10.660 / -10.671 eV
Maximum force ... 0.0882 hartree/bohr
Energy above the lowest of the compared OMol25 structures with the same formula, charge and spin ... 570.8 kJ/mol
LUMO energy (spin up / spin down) ... -7.2 / -7.2 eV
Net charge ... +1
Spin multiplicity ... 1

Last column: natural (NBO) charge in e.
Element x y z (Å)
C 0.9005 2.4410 1.0426  -0.142
C 0.4707 2.3888 -0.1234  0.402
C 1.5218 2.2511 2.2745  -0.036
C -0.1613 2.1653 -1.3550  -0.788
C -1.2498 -1.1210 0.0993  0.068
C 0.0314 -2.9369 -0.1280  -0.083
C 0.6203 -1.9117 -0.7578  0.022
N -1.1526 -2.5100 0.4652  -0.620
O -0.1082 -0.7705 -0.6763  -0.530
H 0.9907 2.7085 3.1150  0.267
H 2.4413 1.7199 2.1390  0.261
H -1.0795 2.6200 -1.5521  0.280
H 0.4199 2.6503 -2.1165  0.312
H -2.0760 -0.9851 -0.6822  0.181
H -1.4223 -0.6621 1.1145  0.191
H 0.2647 -3.9533 -0.0710  0.231
H 1.5370 -1.9189 -1.3839  0.223
H -0.0673 0.9809 -1.5632  0.368
H -1.8813 -3.1564 0.1592  0.392